ORCA calculation (the ωB97M-V functional and the def2-TZVPD basis) on a structure of composition C49H69Br2ClF10O32S at a distorted geometry.

Last column: Mulliken charge in e.
Cartesian coordinates (Å):
Br 0.2992 1.6309 0.4763  -0.127
Br 2.8893 1.9354 -0.8691  0.058
Cl -1.6041 -1.5514 -4.9214  -0.169
S -5.0446 2.4379 -1.6157  1.400
F -5.6702 3.7552 -2.2358  -0.326
F -3.3880 1.2157 0.0344  -0.267
F -5.6313 1.6308 -2.8307  -0.290
F -3.7012 2.7722 -2.3493  -0.224
F -5.0393 -0.9345 -2.1571  -0.341
F -1.1649 1.0980 -1.9464  -0.080
F -3.3951 0.1872 -2.9912  -0.247
F -6.4169 2.2530 -0.8219  -0.374
F -5.2992 0.3073 -0.0620  -0.306
F -4.5269 3.3058 -0.3737  -0.342
O 6.6156 -1.1625 3.6002  -0.357
O 2.0941 -4.4766 4.3371  -0.546
O -5.6973 5.2979 4.5125  -0.378
O 5.6453 0.2103 2.0857  -0.541
O -5.2646 -2.4380 -7.0305  -0.527
O -2.5832 2.4836 8.9299  -0.356
O 9.0579 -6.0166 -2.3717  -0.551
O 4.8166 5.7493 -1.5720  -0.307
O -0.0161 -3.7047 4.5205  -0.360
O -0.9888 4.9990 -2.1277  -0.261
O 3.0061 -5.3537 -3.1916  -0.276
O 4.1336 3.8605 -0.5517  -0.641
O 8.6141 -3.9588 -1.5656  -0.403
O 6.9283 -5.3197 -2.1213  -0.329
O -0.9883 3.2385 -0.7073  -0.208
O -0.3254 -8.2597 -3.1428  -0.353
O 1.8838 -8.1566 -3.5711  -0.513
O 1.6934 -2.4363 5.2002  -0.327
O 5.8718 5.0397 0.2661  -0.273
O -0.0868 0.4729 -4.4827  -0.400
O -0.3265 -0.9478 -2.7261  -0.258
O 3.4970 -3.4391 -4.2301  -0.356
O -6.2193 3.4518 5.6573  -0.327
O -0.4329 5.2954 0.0215  -0.293
O -2.2036 0.4229 8.1057  -0.560
O 2.9743 -3.4187 -2.0402  -0.545
O 4.4021 -0.8386 3.6326  -0.204
O 0.3809 -7.6008 -5.1601  -0.338
O -5.8992 -0.3401 -6.5040  -0.314
O -6.3603 5.4649 6.6593  -0.552
O -4.3023 1.2271 8.2578  -0.311
O -7.4420 -1.8530 -7.0824  -0.335
C 5.7233 6.7982 -1.1858  0.573
C 5.5655 -0.5219 3.0139  0.550
C -0.1339 6.5263 -0.6578  0.568
C 4.6660 -1.9748 4.4638  -0.438
C 3.4632 -4.1144 -6.5700  -1.562
C -3.7144 4.2847 10.1198  -1.479
C -1.0193 -7.8849 -5.2823  -0.503
C 8.2783 -5.1812 -2.0526  0.626
C 0.5171 -1.6013 5.2442  0.577
C -1.6145 -0.8982 -0.6975  -1.297
C -2.7010 -8.6135 -3.5359  -1.495
C 6.3364 7.4644 -2.3920  -1.484
C -3.8875 -0.2632 -1.8198  1.130
C -0.6959 -0.1066 -1.6113  1.190
C 6.8581 -3.0587 5.1129  -1.476
C 0.7595 -8.0194 -3.9195  0.677
C -7.2720 1.4571 -5.6086  -1.321
C 7.4513 -2.1955 -0.3465  -1.470
C 4.8680 4.7924 -0.6096  0.461
C -8.1411 -0.7495 -6.4942  -0.502
C 0.5410 -0.6699 6.4273  -1.530
C 7.4077 -3.1717 -1.4965  0.619
C -0.5452 -0.4810 -3.9606  0.563
C -4.3343 0.8477 -0.8333  0.503
C -6.1638 3.0784 4.2727  -0.482
C 2.9687 -5.6262 -4.6022  -0.656
C -0.4471 7.7195 0.2106  -1.521
C -3.7484 3.3337 8.9509  0.658
C -1.0080 6.4083 -1.8833  -0.536
C 1.8194 0.5050 -1.7438  0.200
C -2.9666 -1.3301 -1.2523  -1.850
C -4.8547 2.3112 9.0199  -0.455
C -6.1153 4.8057 5.7023  0.645
C 3.8081 -4.5020 -5.1540  0.577
C -1.4839 -7.7806 -3.8502  0.536
C -2.9566 1.2938 8.4016  0.632
C 1.3309 -3.6238 4.6526  0.632
C -0.8238 4.3943 -0.9182  0.352
C 6.7086 6.0356 -0.3340  -0.528
C 6.3642 -4.2486 -1.3483  0.289
C -0.5750 -2.6394 5.3056  -0.486
C -6.1146 -1.6249 -6.8882  0.641
C 2.8286 -0.6411 -1.9052  -1.598
C 6.1215 -1.7787 4.8073  0.588
C -5.5726 4.4493 2.2299  -1.368
C 0.6331 0.1108 -0.8035  -0.706
C -5.3119 4.1775 3.6887  0.663
C 3.1417 -4.0168 -3.0547  0.729
C -7.1417 0.3707 -6.6463  0.541
H 3.0226 -1.0631 -0.9225  0.415
H 4.4852 -2.8788 3.8777  0.245
H 0.6154 -1.2283 7.3613  0.359
H 7.1875 6.6527 0.4222  0.308
H -0.6213 6.9591 -2.7375  0.315
H -4.2476 3.9895 3.8536  0.253
H 4.0278 -3.2338 -6.8759  0.386
H -3.7754 3.8904 8.0115  0.131
H 6.5279 -1.6182 -0.2922  0.356
H 1.9294 -5.5826 -4.9325  0.239
H -9.0786 -0.5588 -7.0110  0.325
H -0.3603 -0.0603 6.4572  0.374
H 7.0340 8.2448 -2.0883  0.388
H -1.0628 -1.8019 -0.4384  0.709
H -2.0424 6.7110 -1.6977  0.278
H 4.0172 -1.9799 5.3319  0.269
H -6.4619 2.1795 -5.7060  0.355
H 3.6856 -4.9307 -7.2569  0.405
H 2.4058 -3.8595 -6.6550  0.335
H -2.8284 -2.0638 -2.0464  0.508
H -1.5078 -7.1729 -5.9431  0.321
H -0.2334 8.6484 -0.3184  0.397
H -3.5681 -8.2531 -4.0892  0.388
H 6.2502 -4.5935 -0.3182  0.286
H 7.2996 -2.6354 -2.4436  0.243
H -5.2950 3.5929 1.6255  0.227
H 8.2882 -1.5068 -0.4586  0.402
H -5.7871 2.6618 8.5857  0.293
H 6.7671 -3.7639 4.2859  0.352
H 4.8761 -4.7201 -5.0696  0.271
H -7.2055 1.0401 -4.6045  0.213
H -5.0412 1.9552 10.0361  0.337
H 6.2485 -1.0641 5.6258  0.275
H -1.1304 -8.8914 -5.6926  0.314
H 0.4785 -1.0284 4.3137  0.267
H -0.7496 -3.0127 6.3172  0.313
H 6.8667 6.7371 -3.0076  0.354
H 1.4094 -0.0122 6.3810  0.394
H 7.4764 5.5286 -0.9233  0.314
H -2.8370 4.9283 10.0655  0.358
H -8.3493 -0.9932 -5.4493  0.296
H 7.9221 -2.8662 5.2511  0.373
H -7.1822 3.0743 3.8774  0.310
H -8.2230 1.9804 -5.7100  0.420
H -7.1716 0.7998 -7.6517  0.223
H 3.3708 -6.6087 -4.8233  0.492
H -3.5136 -1.8627 -0.4734  0.478
H -1.6506 -6.7403 -3.5580  0.273
H 5.5642 7.9085 -3.0196  0.358
H 7.5952 -2.7186 0.6000  0.329
H -1.5158 -2.2948 4.8845  0.317
H -3.6502 3.7381 11.0618  0.366
H 2.5142 -1.3751 -2.6282  0.174
H -2.9247 -8.5783 -2.4702  0.353
H 5.1628 7.5273 -0.5938  0.249
H 1.5172 0.9315 -2.6921  0.588
H -5.0043 5.3163 1.8938  0.333
H -2.5298 -9.6602 -3.7904  0.358
H 0.9274 6.5164 -0.9217  0.231
H -1.4965 7.7168 0.5085  0.338
H -4.6077 4.9084 10.1330  0.376
H 0.8567 -0.7701 -0.2143  0.603
H -1.6858 -0.3532 0.2398  0.381
H 3.7606 -0.1644 -2.2030  0.473
H -6.6264 4.6749 2.0578  0.354
H 0.1430 7.6929 1.1264  0.361
H 5.3940 -3.9531 -1.7348  -0.418
H 6.4644 -3.5234 6.0166  0.378
H -5.7283 2.0899 4.1506  0.315

Forces on the atoms, in the same order (eV/Å):
Br 0.312 -3.450 1.426
Br -0.492 -1.657 -1.702
Cl 0.276 -0.048 0.471
S -0.389 1.089 0.996
F 0.109 0.051 -0.111
F 0.402 -0.006 -0.685
F 0.188 -0.194 -0.199
F 0.090 -0.570 -0.323
F -0.115 0.287 0.006
F -0.516 -0.339 -1.108
F 0.052 0.556 0.257
F -0.113 -0.189 -0.196
F -0.007 -0.088 -0.278
F 0.008 -0.054 -0.205
O -0.319 0.133 0.036
O 0.128 -0.082 -0.074
O -0.011 -0.281 0.216
O 0.214 0.121 -0.170
O 0.116 -0.131 -0.058
O -0.203 -0.172 -0.167
O 0.098 -0.101 -0.103
O 0.083 0.012 0.278
O 0.091 0.052 0.145
O 0.000 0.051 0.189
O -0.093 0.229 -0.108
O 1.136 1.945 0.499
O -0.232 -0.198 -0.182
O 0.149 0.101 0.108
O -1.694 2.369 -1.063
O 0.100 0.165 -0.287
O 0.085 -0.051 -0.019
O -0.357 -0.186 -0.137
O 0.050 0.062 -0.182
O 0.025 0.141 0.394
O -0.987 0.264 -0.430
O 0.047 -0.156 0.206
O -0.052 0.102 -0.064
O -0.061 -0.010 -0.289
O 0.091 -0.118 -0.130
O 0.129 -0.414 0.191
O 0.113 -0.075 0.001
O -0.059 -0.134 0.104
O -0.219 -0.224 -0.163
O 0.064 0.009 0.203
O 0.112 0.031 0.143
O 0.093 0.092 0.141
C 0.333 0.213 -0.436
C -0.082 -0.021 0.022
C -0.133 0.496 0.252
C -0.061 0.042 0.214
C -0.087 0.415 0.031
C 0.368 -0.044 0.165
C -0.010 0.249 -0.159
C 0.021 0.070 0.033
C -0.116 0.439 0.470
C -0.253 -0.166 -0.238
C 0.110 -0.232 0.296
C -0.208 -0.143 -0.300
C -0.113 -1.430 -0.627
C 2.011 -0.504 2.536
C 0.341 0.022 -0.268
C -0.073 -0.094 0.161
C 0.346 0.022 0.152
C 0.331 -0.036 0.079
C -0.052 -0.167 0.036
C -0.162 -0.067 -0.215
C 0.436 -0.007 0.130
C -0.055 0.366 0.560
C -0.045 -0.142 -1.006
C -0.296 0.183 0.836
C 0.146 -0.245 0.089
C 0.311 -0.160 0.016
C -0.069 -0.160 0.348
C -0.123 0.345 0.479
C 0.152 -0.024 -0.255
C 0.798 -0.121 1.717
C 0.212 0.141 0.506
C -0.245 0.039 -0.223
C 0.021 0.094 -0.078
C -0.208 0.020 -0.558
C -0.480 -0.324 0.023
C 0.017 0.075 0.033
C 0.031 0.024 -0.009
C -0.033 -0.047 -0.115
C 0.026 0.062 0.276
C -0.228 -0.022 -0.229
C -0.144 -0.020 -0.213
C 0.033 0.092 0.032
C -0.282 1.190 0.024
C 0.161 -0.505 0.033
C -0.166 0.454 0.126
C 0.085 1.608 -0.753
C -0.157 0.040 -0.590
C -0.055 -0.219 -0.131
C -0.144 0.396 0.422
H -0.097 -0.361 -0.071
H 0.074 -0.067 0.080
H -0.124 -0.051 -0.017
H -0.106 -0.128 0.165
H 0.030 -0.196 -0.103
H -0.023 -0.032 0.108
H 0.088 -0.070 -0.028
H -0.050 -0.082 -0.073
H 0.000 0.006 -0.038
H 0.037 0.090 -0.111
H 0.049 -0.178 -0.141
H -0.023 -0.027 0.009
H -0.024 0.007 0.052
H -0.016 -0.120 -0.176
H 0.045 0.078 0.119
H -0.100 0.145 -0.074
H -0.054 0.047 -0.073
H 0.037 -0.031 0.043
H -0.027 -0.092 0.042
H -0.052 0.189 -0.259
H 0.204 0.106 -0.027
H 0.033 -0.025 -0.034
H 0.025 0.057 -0.007
H 0.057 0.117 0.044
H -0.024 -0.106 -0.056
H 0.043 -0.063 0.079
H -0.072 0.073 -0.062
H 0.030 -0.138 -0.207
H -0.116 0.002 0.008
H -0.019 -0.038 0.123
H -0.084 -0.082 -0.024
H 0.090 0.096 0.048
H -0.072 0.069 -0.053
H -0.083 -0.034 0.106
H -0.006 -0.115 -0.070
H 0.061 0.109 0.048
H 0.051 -0.034 0.081
H -0.058 0.065 -0.106
H -0.029 0.084 -0.113
H -0.059 0.071 -0.077
H 0.055 0.133 0.042
H -0.023 0.029 0.110
H 0.039 0.085 -0.098
H -0.007 -0.024 -0.076
H -0.015 -0.108 -0.045
H 0.003 -0.056 0.262
H -0.082 0.152 0.094
H 0.095 0.033 -0.064
H 0.002 0.091 0.067
H -0.080 -0.054 -0.013
H 0.023 -0.149 -0.162
H -0.079 -0.059 -0.028
H -0.073 -0.154 0.017
H -0.051 0.102 -0.016
H 0.001 -0.072 0.091
H -0.292 0.023 0.049
H 0.112 -0.086 -0.028
H 0.031 0.026 -0.092
H -0.024 -0.092 -0.085
H -0.031 -0.006 -0.098
H -0.013 -0.007 -0.081
H 0.151 -0.012 0.023
H -0.155 0.205 -0.099
H 0.093 -0.324 -0.361
H -0.030 -0.084 0.066
H 0.087 0.044 -0.060
H -0.016 -0.144 -0.087
H -0.035 0.044 0.010
H 0.027 -0.010 0.234

Calculated values
Highest occupied orbital energy (eV): -7.8
E_tot (eV): -308069.2787
LUMO (eV): 0.1
Charge: 0
Gap between HOMO and LUMO (eV): 7.96
Multiplicity: 1